{"formula": "C2H3NS", "method": "ωB97M-V/def2-TZVPD", "symbols": ["C", "C", "N", "S", "H", "H", "H"], "coordinates": [[1.214, -0.591, -0.466], [-0.846, 0.428, -0.008], [0.032, -0.573, 0.149], [2.495, 0.223, 0.056], [-0.571, 1.311, -0.578], [-1.907, 0.537, 0.226], [-0.417, -1.335, 0.620]], "homo_ev": [-7.282, -7.503], "energy_ha": -530.80483, "relative_energy_kj_mol": 341.0}

---

{"formula": "C12H24KO12", "method": "ωB97M-V/def2-TZVPD", "symbols": ["K", "C", "O", "C", "O", "O", "C", "H", "H", "H", "H", "H", "H", "C", "O", "C", "O", "O", "C", "H", "H", "H", "H", "H", "H", "C", "O", "C", "O", "O", "C", "H", "H", "H", "H", "H", "H", "C", "O", "C", "O", "O", "C", "H", "H", "H", "H", "H", "H"], "coordinates": [[3.215, 1.194, -38.054], [8.993, 3.348, -32.991], [9.193, 2.002, -33.409], [8.321, 1.454, -34.235], [7.157, 1.833, -34.448], [8.850, 0.366, -34.906], [10.000, -0.291, -34.378], [9.370, 4.080, -33.706], [9.629, 3.485, -32.117], [7.939, 3.461, -32.737], [10.259, -1.141, -35.009], [9.717, -0.429, -33.335], [10.872, 0.361, -34.430], [2.025, 0.940, -31.551], [0.887, 0.198, -31.842], [0.234, 0.386, -32.962], [0.358, 1.330, -33.750], [-0.755, -0.515, -33.086], [-1.425, -1.073, -31.997], [1.927, 1.900, -32.058], [2.936, 0.439, -31.880], [2.102, 1.165, -30.487], [-0.817, -1.949, -31.770], [-2.403, -1.463, -32.279], [-1.375, -0.401, -31.140], [5.797, 6.716, -38.264], [4.791, 7.624, -38.672], [3.564, 7.115, -39.014], [3.302, 5.950, -39.170], [2.639, 8.154, -38.988], [1.316, 7.828, -39.420], [6.644, 7.238, -37.818], [6.177, 6.221, -39.159], [5.411, 5.956, -37.585], [0.581, 8.629, -39.345], [0.972, 6.929, -38.908], [1.346, 7.536, -40.470], [3.953, -5.305, -39.761], [4.544, -5.492, -38.482], [4.132, -4.640, -37.472], [3.318, -3.676, -37.589], [4.797, -4.978, -36.305], [4.574, -4.204, -35.058], [2.866, -5.287, -39.837], [4.209, -6.257, -40.226], [4.346, -4.414, -40.250], [3.770, -4.570, -34.419], [4.286, -3.203, -35.379], [5.480, -4.255, -34.455]], "homo_ev": -12.615, "charge": 1, "energy_ha": -1974.21442, "relative_energy_kj_mol": 231.4}

---

{"formula": "C20H14Cl4NO2Sn", "method": "ωB97M-V/def2-TZVPD", "symbols": ["Sn", "Cl", "C", "C", "Cl", "C", "Cl", "C", "O", "C", "O", "C", "Cl", "C", "C", "C", "C", "C", "C", "C", "C", "C", "C", "C", "C", "C", "C", "H", "H", "H", "H", "H", "H", "H", "H", "H", "H", "H", "N", "H", "H", "H"], "coordinates": [[1.983, -1.461, -0.037], [-2.817, -5.285, 3.080], [-1.544, -4.152, 2.782], [-1.032, -3.389, 3.813], [-1.658, -3.551, 5.419], [-0.002, -2.478, 3.555], [0.655, -1.498, 4.823], [0.520, -2.322, 2.280], [1.493, -1.470, 2.005], [-0.010, -3.108, 1.213], [0.499, -2.950, 0.007], [-1.030, -4.008, 1.489], [-1.653, -4.948, 0.176], [-2.095, 4.589, 0.829], [-1.347, 4.319, -0.309], [-0.593, 3.160, -0.397], [-0.572, 2.239, 0.653], [-1.312, 2.536, 1.800], [-2.071, 3.691, 1.887], [0.218, 0.989, 0.632], [0.578, 0.232, -0.413], [0.158, 0.473, -1.801], [-1.194, 0.419, -2.159], [-1.591, 0.607, -3.470], [-0.650, 0.849, -4.463], [0.695, 0.886, -4.127], [1.095, 0.688, -2.813], [-2.685, 5.494, 0.893], [-1.347, 5.019, -1.136], [-0.011, 2.969, -1.286], [-1.289, 1.839, 2.629], [-2.643, 3.892, 2.784], [0.509, 0.645, 1.623], [-1.928, 0.230, -1.386], [-2.644, 0.565, -3.721], [-0.962, 0.996, -5.489], [1.441, 1.063, -4.892], [2.149, 0.720, -2.562], [5.964, -2.162, -1.065], [5.679, -1.189, -1.024], [5.287, -2.604, -1.678], [5.758, -2.532, -0.143]], "homo_ev": -4.470, "charge": -1, "energy_ha": -3030.96037}

---

{"formula": "C18H46IN3O5Si", "method": "ωB97M-V/def2-TZVPD", "symbols": ["C", "C", "C", "C", "O", "Si", "I", "C", "C", "N", "H", "H", "H", "H", "H", "H", "H", "H", "H", "H", "H", "H", "H", "H", "H", "H", "C", "O", "C", "C", "N", "C", "C", "O", "C", "H", "H", "H", "H", "H", "H", "H", "H", "H", "H", "H", "H", "H", "H", "H", "C", "O", "C", "C", "N", "C", "C", "O", "C", "H", "H", "H", "H", "H", "H", "H", "H", "H", "H", "H", "H", "H", "H", "H"], "coordinates": [[-0.372, -1.503, -6.118], [-0.753, -2.969, -5.758], [-2.298, -3.202, -5.630], [-2.935, -2.212, -4.583], [-2.044, -2.176, -3.467], [-2.285, -0.830, -2.448], [-0.244, 0.597, -2.643], [-2.564, -1.495, -0.689], [-1.287, -1.532, 0.214], [-0.869, -0.190, 0.667], [0.655, -1.230, -5.799], [-1.060, -0.741, -5.714], [-0.378, -1.402, -7.225], [-0.342, -3.656, -6.529], [-0.256, -3.266, -4.814], [-2.400, -4.203, -5.159], [-2.814, -3.158, -6.606], [-3.905, -2.681, -4.300], [-3.123, -1.224, -5.045], [-3.403, 0.033, -2.836], [-3.345, -0.904, -0.169], [-2.885, -2.555, -0.813], [-0.451, -2.113, -0.219], [-1.580, -2.090, 1.137], [-1.284, 0.000, 1.568], [0.137, -0.118, 0.718], [0.358, -6.248, 3.811], [1.305, -5.707, 4.715], [2.627, -5.652, 4.187], [3.054, -4.210, 3.956], [2.323, -3.616, 2.841], [2.503, -2.170, 2.716], [1.990, -1.286, 3.856], [0.577, -1.276, 3.988], [0.043, -2.335, 4.766], [-0.579, -6.383, 4.351], [0.177, -5.571, 2.971], [0.684, -7.223, 3.437], [2.728, -6.249, 3.276], [3.285, -6.088, 4.944], [4.125, -4.183, 3.737], [2.880, -3.660, 4.889], [1.336, -3.800, 2.961], [1.986, -1.867, 1.801], [3.567, -1.963, 2.557], [2.270, -0.256, 3.615], [2.469, -1.510, 4.815], [0.722, -2.648, 5.562], [-0.214, -3.187, 4.132], [-0.883, -1.981, 5.221], [1.037, 6.171, 2.178], [1.462, 5.202, 1.235], [0.567, 4.100, 1.110], [-0.117, 4.111, -0.249], [-1.074, 5.209, -0.350], [-1.585, 5.422, -1.704], [-0.587, 5.850, -2.784], [-0.048, 7.149, -2.595], [1.080, 7.209, -1.739], [1.847, 6.888, 2.307], [0.153, 6.709, 1.823], [0.825, 5.710, 3.147], [-0.163, 4.072, 1.924], [1.175, 3.193, 1.180], [-0.644, 3.163, -0.393], [0.665, 4.190, -1.013], [-0.627, 6.064, -0.044], [-2.350, 6.200, -1.633], [-2.095, 4.511, -2.033], [-1.136, 5.894, -3.729], [0.212, 5.115, -2.935], [1.690, 6.305, -1.792], [0.772, 7.396, -0.707], [1.692, 8.057, -2.052]], "homo_ev": -8.454, "energy_ha": -1841.02705, "relative_energy_kj_mol": 62.2}

---

{"formula": "C31H38AsOTi", "method": "ωB97M-V/def2-TZVPD", "symbols": ["C", "H", "H", "H", "C", "H", "H", "C", "H", "H", "H", "C", "C", "C", "C", "C", "C", "C", "C", "C", "C", "Ti", "H", "H", "H", "H", "H", "H", "H", "H", "H", "H", "H", "H", "H", "H", "H", "O", "As", "C", "C", "C", "C", "C", "C", "C", "C", "C", "C", "C", "C", "C", "C", "C", "C", "C", "C", "H", "H", "H", "H", "H", "H", "H", "H", "H", "H", "H", "H", "H", "H", "H"], "coordinates": [[0.562, 2.067, -2.107], [1.629, 2.278, -1.987], [0.460, 1.298, -2.911], [0.036, 1.750, -0.927], [-0.242, 3.316, -2.553], [-1.162, 2.963, -3.027], [-0.549, 3.867, -1.660], [0.522, 4.259, -3.483], [-0.124, 5.099, -3.770], [1.411, 4.677, -2.998], [0.837, 3.750, -4.403], [-0.977, -1.766, -1.347], [-1.616, -0.863, -2.277], [-0.680, -0.592, -3.342], [0.567, -1.250, -3.027], [0.374, -2.004, -1.810], [1.364, -2.922, -1.187], [1.799, -1.228, -3.868], [-0.971, 0.152, -4.608], [-3.052, -0.469, -2.254], [-1.648, -2.469, -0.223], [0.194, 0.244, -1.370], [2.682, -1.516, -3.284], [1.715, -1.934, -4.707], [1.987, -0.235, -4.303], [2.378, -2.720, -1.555], [1.374, -2.825, -0.092], [1.133, -3.972, -1.427], [-2.463, -1.872, 0.204], [-2.075, -3.428, -0.557], [-0.945, -2.689, 0.592], [-3.263, 0.333, -2.972], [-3.696, -1.324, -2.513], [-3.362, -0.112, -1.264], [-0.181, 0.871, -4.875], [-1.048, -0.544, -5.458], [-1.915, 0.705, -4.546], [0.981, -0.059, 0.315], [0.443, -0.018, 1.995], [-1.482, 0.187, 1.986], [-2.195, -0.308, 3.094], [-3.591, -0.229, 3.122], [-4.278, 0.342, 2.047], [-3.566, 0.889, 0.978], [-2.166, 0.860, 0.967], [1.095, -1.756, 2.501], [2.455, -2.041, 2.307], [2.959, -3.303, 2.635], [2.107, -4.298, 3.127], [0.746, -4.025, 3.293], [0.234, -2.760, 2.982], [1.345, 1.542, 2.645], [2.725, 1.689, 2.451], [3.387, 2.789, 3.010], [2.668, 3.764, 3.711], [1.280, 3.645, 3.852], [0.613, 2.535, 3.322], [-1.657, -0.745, 3.936], [-4.136, -0.613, 3.986], [-5.369, 0.375, 2.046], [-4.102, 1.366, 0.153], [-1.617, 1.410, 0.187], [3.113, -1.278, 1.886], [4.024, -3.504, 2.498], [2.506, -5.283, 3.377], [0.071, -4.800, 3.664], [-0.828, -2.551, 3.105], [3.275, 0.950, 1.866], [4.469, 2.875, 2.897], [3.191, 4.617, 4.149], [0.712, 4.411, 4.382], [-0.468, 2.432, 3.427]], "homo_ev": [-14.139, -14.320], "charge": 2, "s2": 0.755, "multiplicity": 2, "energy_ha": -4363.96486}

---

{"formula": "C5H11NO", "method": "ωB97M-V/def2-TZVPD", "symbols": ["N", "C", "C", "C", "C", "C", "O", "H", "H", "H", "H", "H", "H", "H", "H", "H", "H", "H"], "coordinates": [[-0.810, -1.076, 0.020], [-1.744, -0.049, 0.572], [-1.498, 1.151, -0.357], [0.043, 1.146, -0.395], [0.322, -0.435, -0.706], [1.629, -0.905, -0.043], [2.792, -0.103, 0.205], [-0.357, -1.611, 0.753], [-1.651, 0.154, 1.706], [-2.688, -0.500, 0.471], [-1.888, 2.150, 0.063], [-2.063, 0.845, -1.278], [0.418, 1.959, -1.130], [0.563, 1.251, 0.557], [0.236, -0.647, -1.728], [1.515, -1.269, 0.907], [2.078, -1.723, -0.642], [3.104, -0.336, 1.024]], "homo_ev": -8.840, "energy_ha": -327.03011, "relative_energy_kj_mol": 265.8}